C14H15O4S4Tb | wB97M-V/def2-TZVPD

Properties
Kohn-Sham gap (spin up / spin down) in eV: 5.8 / 6.8
Multiplicity: 7
Charge: 0
Expectation value of S²: 12.614

Last column: Mulliken spin population.
CARTESIAN COORDINATES (ANGSTROEM)
Tb1 0.0904 -0.2339 0.1513  6.187
C1 0.7227 -3.1812 -2.6488  0.000
C2 0.4911 -3.0223 -1.1772  0.002
C3 1.5654 -2.8492 -0.2904  -0.005
C4 1.3670 -2.7861 1.0838  -0.001
C5 0.0747 -2.8700 1.6070  0.000
C6 -1.0004 -2.9878 0.7388  0.008
C7 -0.7903 -3.0589 -0.6397  -0.009
H1 1.0409 -4.2044 -2.8503  0.000
H2 1.4835 -2.4925 -3.0102  0.000
H3 -0.1870 -2.9828 -3.2107  0.000
H4 2.5696 -2.7521 -0.6899  -0.001
H5 2.2098 -2.6269 1.7456  -0.001
H6 -0.0864 -2.7789 2.6730  -0.001
H7 -2.0118 -2.9977 1.1263  -0.001
H8 -1.6427 -3.1146 -1.3058  0.000
O1 -2.7046 2.7334 -5.5856  -0.001
C8 -2.2496 2.1033 -4.6738  0.000
S1 -0.5240 1.7338 -4.4870  -0.001
C9 -0.6517 0.9125 -2.9470  -0.008
C10 -1.8749 0.8199 -2.4029  -0.004
S2 -2.3643 0.0507 -0.8775  -0.058
S3 -3.1983 1.5425 -3.2893  -0.001
S4 0.9143 0.3193 -2.3252  -0.074
C11 1.5727 3.4043 2.0845  -0.001
C12 0.4425 2.4118 2.2617  -0.016
C13 -0.4193 2.6881 3.4744  -0.001
O2 -0.3433 2.2777 1.0347  -0.013
C14 0.9083 0.9561 2.1843  0.017
O3 0.0551 0.0578 2.4575  -0.007
O4 1.8526 0.6759 1.3915  -0.014
H9 1.1742 4.4159 1.9943  0.000
H10 2.1698 3.1805 1.2046  0.000
H11 2.2222 3.3888 2.9592  0.000
H12 -0.8203 3.7016 3.4098  0.000
H13 0.1739 2.6402 4.3848  0.000
H14 -1.2416 1.9793 3.5507  0.000
H15 -0.9898 2.9461 0.8938  0.002

***

C14H16 | wB97M-V/def2-TZVPD

Properties
Kohn-Sham gap (spin up / spin down) in eV: 2.3 / 9.3
Multiplicity: 2
Charge: -1
Expectation value of S²: 0.751

Last column: Mulliken spin population.
CARTESIAN COORDINATES (ANGSTROEM)
C1 -3.4155 -0.9193 -1.1217  0.243
C2 -1.9566 1.0255 2.4212  0.475
C3 -1.9750 -0.3651 2.3299  -0.316
C4 -2.4740 1.7704 1.3853  -0.373
C5 -2.5160 -0.9848 1.2094  1.439
C6 -2.9338 1.1741 0.1990  1.824
C7 -2.9734 -0.2140 0.1419  -1.556
H1 -1.4745 1.4946 3.2713  0.080
H2 -1.5797 -0.9804 3.1325  -0.288
H3 -2.4978 2.8541 1.3963  -0.461
H4 -2.7125 -2.0398 1.1435  0.073
H5 -3.2164 1.8406 -0.6051  -0.130
H6 -2.7947 -0.5517 -1.9392  -0.293
H7 -4.4876 -0.8198 -1.3284  0.013
H8 -3.3637 -2.0086 -1.0149  -0.148
C8 0.7424 -1.0330 -1.0561  0.092
C9 2.0765 -0.3918 -0.7691  -1.166
C10 3.2209 -1.1768 -0.6928  0.798
C11 2.1560 1.0006 -0.7818  1.794
C12 4.4590 -0.5891 -0.4330  -0.415
C13 3.3843 1.5958 -0.5054  -0.953
C14 4.4867 0.7948 -0.2725  0.655
H9 0.6847 -2.1158 -0.9359  -0.199
H10 0.4068 -0.8185 -2.0791  -0.307
H11 3.1404 -2.2396 -0.8951  0.157
H12 1.2652 1.5662 -0.9164  0.274
H13 5.3727 -1.1621 -0.3425  -0.231
H14 3.5416 2.6653 -0.5572  -0.310
H15 5.4424 1.2367 0.0008  0.069
H16 -0.0081 -0.6085 -0.3850  0.160

***

One value per record, in order, for electronic energy: -3260.710671; -543.013465 hartree.
One value per record, in order, for energy above the lowest of the compared OMol25 structures with the same formula, charge and spin: 3.026; 0.212 eV.